Record 1
# C35H35N2O3PRe

A molecular structure, C35H35N2O3PRe (ωB97M-V/def2-TZVPD, the OMol25 dataset).

```
77
Properties=species:S:1:pos:R:3:mulliken_spin:R:1
C 0.8137 0.5229 -2.7842 -0.01
C -3.7163 0.1210 -1.1055 0.05
C 0.7800 -4.4484 1.0937 0.01
H -2.5121 -0.6691 0.5048 -0.03
C 2.7848 -1.9991 0.1275 0.06
H 4.1076 -0.1784 -1.9609 0.00
H 0.4732 1.5015 -3.1304 0.00
N -0.9625 -1.1775 3.2529 -0.17
H -4.2301 4.1712 3.7544 0.00
O -0.6627 -2.4545 3.7009 0.00
H -1.8484 3.4678 -0.4969 0.00
C 2.3039 0.4268 -2.8912 0.00
H -2.5654 3.6097 2.0371 0.00
H 1.1860 5.4486 3.3625 0.00
C 2.0748 3.9631 0.4586 0.00
H 1.8054 -5.1210 -0.7153 0.00
H -0.1745 -4.5752 0.5721 0.00
H -1.1875 -2.6990 4.4912 0.00
H -4.7360 2.5617 5.5683 0.00
C -2.7647 2.9034 2.8306 -0.01
H -0.3475 3.5408 3.4362 0.00
C -2.0788 1.6979 2.8717 0.00
H 0.9109 -5.2779 1.7884 0.00
H -4.7547 1.1779 -2.6460 0.00
C -4.0013 1.2435 -1.8765 0.00
H 2.7679 4.0884 -0.3592 0.00
H 2.7864 1.0259 -3.6489 0.00
H 0.0963 0.1152 -5.7248 0.00
C 1.1816 -1.6866 -5.3075 0.00
H 3.9851 -2.5944 -3.0403 0.00
C 1.2162 -2.3905 -2.9385 0.00
N 1.0418 -0.5456 -0.5676 -0.02
H 4.2222 -3.3417 -1.4843 0.00
C 0.0293 -1.7032 -2.7703 -0.01
O 1.9003 -3.0530 -0.4101 0.01
H -2.0738 -1.0282 4.9441 0.00
C -3.3131 1.1264 4.8842 0.03
C -2.3661 2.5333 -0.6635 0.01
C 0.4370 0.2675 -1.3666 0.07
C 1.9502 -4.4140 0.1011 0.00
C -2.3560 0.7749 3.9032 0.01
H 2.4608 -3.1841 -4.5175 0.00
C -0.1673 -0.5330 -3.6419 0.00
H 1.1616 2.2137 -0.3730 -0.01
C 2.0853 4.8692 1.5126 0.00
C -2.0750 1.4099 0.1056 -0.01
C 0.2713 2.7645 1.5175 -0.01
C 3.4963 -3.1970 -2.2790 0.00
H -3.5575 3.2983 -2.2675 0.00
O 0.7842 -3.1935 1.7838 0.00
H 2.4678 -1.6728 1.1273 0.02
H 2.7989 5.6797 1.5153 0.00
H 0.7498 -3.3624 2.7382 0.00
H 1.5177 -1.8585 -6.3196 0.00
Re 0.0025 -0.8603 1.5052 3.04
C 2.1909 -2.5730 -1.8096 0.00
H -0.4704 0.7472 -1.0153 -0.10
H 3.3004 -4.1795 -2.7119 0.00
H 3.8403 -2.2704 0.1377 0.00
C 2.3093 -1.1388 -1.0459 -0.05
C -1.7646 -0.5144 4.0320 0.09
C 0.3095 3.6603 2.5893 0.01
H 2.9130 -4.6027 0.5846 0.00
H -3.5323 0.4395 5.6882 0.00
C -3.3286 2.4350 -1.6610 0.00
P -0.9071 1.3787 1.5177 -0.04
H -4.2510 -0.8011 -1.2672 0.00
C -3.9905 2.3272 4.8238 -0.01
C 3.0303 -0.2141 -1.9731 0.00
C 0.3523 -0.6445 -5.0020 0.00
C -3.7139 3.2240 3.7988 0.03
H -0.6280 -1.8461 -1.9241 0.01
C 1.1940 4.7243 2.5631 0.00
H -1.1658 -0.0981 -3.5983 0.00
C 1.1767 2.9118 0.4599 0.01
C -2.7515 0.2034 -0.1196 0.05
C 1.6880 -2.4746 -4.2693 0.00
```

The calculation puts the HOMO-LUMO gap (alpha / beta) at 5.61 / 5.52 eV. The calculation puts the molar mass at 748.857 g/mol. Its HOMO energy (alpha / beta) is -18.920 / -18.833 eV. Its total charge is +4. Its spin multiplicity is 4. The value obtained for the energy above the lowest of the compared OMol25 structures with the same formula, charge and spin is 7.332 eV.


Record 2
# C35H35N3P2S2Sc

A molecular structure, C35H35N3P2S2Sc (ωB97M-V/def2-TZVPD, the OMol25 dataset).

```
78
Properties=species:S:1:pos:R:3:mulliken_charge:R:1
C 1.0397 2.6530 -2.2946 -1.36
H 0.9150 -0.9523 -3.6604 0.44
C 1.6983 2.3131 -3.4703 -1.06
C -1.7460 -2.2450 -0.2480 -1.04
H 1.0850 3.6717 -1.9293 0.59
H 2.5597 -4.4666 -2.3832 0.50
H 1.0221 -5.6644 -3.9105 0.41
C -3.0018 4.4673 2.4621 -1.06
C 1.6892 1.7301 2.2257 0.23
H -0.9446 0.8831 2.4106 0.15
H -0.1441 2.0431 -0.6887 1.24
C -2.9375 1.0786 -2.1338 0.33
C 0.9197 0.0375 -3.2335 -1.28
P 0.3363 -0.8028 1.6809 1.00
H -0.8848 -2.8300 2.4594 0.68
H 1.0176 1.9222 3.0508 0.82
C 2.7148 2.6431 1.9419 -0.88
C -3.3380 1.9423 -4.6330 -0.80
H 2.0251 -0.8333 4.2738 0.41
H -2.6810 -0.7321 1.0918 0.31
C 3.4785 1.2345 0.1287 -0.75
N -2.8616 2.0230 -0.1333 0.85
C 2.9595 -2.7716 4.2073 -0.71
C -0.6163 -4.2957 -3.5924 -0.92
P -0.4865 -1.0361 -0.8673 1.85
C 3.0869 -3.9779 3.5096 -0.68
C 2.4668 0.3183 0.4196 -0.58
C 1.3688 -1.9750 2.5521 0.52
H -1.2431 -3.2054 -0.0146 0.42
H -2.6364 -2.3811 -0.8094 0.61
C -1.0543 -3.1427 -2.9231 -0.38
C -0.9461 3.9936 3.6170 -0.99
H -2.0640 -2.7887 -3.0845 0.46
N -1.5578 2.6701 1.6999 0.19
H 3.5301 -2.6151 5.1130 0.43
C -2.6576 3.4299 1.6167 0.72
C -2.2115 -1.7233 1.1830 -0.82
C 1.6374 1.0063 -3.9408 -0.85
S -1.2484 0.9697 -1.8898 -0.14
C -0.7142 2.9739 2.7015 0.83
H -3.0085 -2.4158 1.5267 0.62
H -3.9145 5.0302 2.3219 0.50
H -1.5771 -1.3806 3.2134 0.38
C 1.1205 -2.9555 -1.8703 0.44
H 2.3921 -0.5830 -0.1671 0.17
H -4.3905 3.4491 0.2279 0.36
H 2.8253 3.5375 2.5410 0.49
H -1.2838 -4.8225 -4.2603 0.45
H 4.1694 1.0383 -0.6816 0.50
C 1.5603 0.5589 1.4571 0.75
H 0.9776 -3.3522 0.9354 0.27
C -1.1224 -1.7627 2.2721 -0.52
H 2.2525 3.0628 -4.0195 0.47
C -3.4275 2.9878 0.4941 -0.61
H -2.3202 5.5545 4.1930 0.43
H -3.6749 2.8723 -4.1663 0.28
Sc -1.2463 0.8619 0.5748 -1.82
C 1.5196 -3.1829 1.8561 0.01
C 0.2298 0.3284 -2.0636 3.05
H -3.8459 1.8366 -5.5955 0.40
C 2.1044 -1.7655 3.7329 -0.82
C -2.1129 4.7506 3.4938 -0.51
C 3.6058 2.3965 0.8922 -0.73
N -3.6578 1.6337 -1.2135 -1.32
H 3.7487 -4.7527 3.8749 0.40
H 0.1788 2.3576 2.7460 -0.94
H 4.3993 3.1001 0.6749 0.44
S -3.7401 0.5250 -3.5928 -0.05
C 1.5515 -4.1003 -2.5378 -1.11
C 0.3249 1.6899 -1.5751 -0.84
H -0.2293 4.1924 4.4052 0.52
C 0.6841 -4.7733 -3.3967 -0.61
H 2.4663 -5.1113 1.7855 0.47
H 2.1459 0.7403 -4.8580 0.51
C -0.1936 -2.4761 -2.0347 -0.27
H -2.2623 2.0002 -4.8194 0.20
C 2.3657 -4.1822 2.3329 -0.96
H 1.8066 -2.4562 -1.2058 0.31
```

The calculation puts the HOMO-LUMO gap (alpha / beta) at 5.02 / 5.66 eV. The calculation puts the molar mass at 668.724 g/mol. Its HOMO energy (alpha / beta) is -8.611 / -9.202 eV. Its total charge is +1.


Record 3
# C35H36BrGdIN2O5S

A molecular structure, C35H36BrGdIN2O5S (ωB97M-V/def2-TZVPD, the OMol25 dataset).

```
82
Properties=species:S:1:pos:R:3:mulliken_spin:R:1
H 3.5455 0.8067 5.4776 0.00
O 0.8886 0.9865 3.3558 0.03
C 1.0244 -2.4348 5.6024 0.00
H -0.6566 -1.6120 -4.5536 0.00
H -3.7352 -1.9334 -1.5049 0.00
S 3.4034 1.5533 0.8346 0.27
C 3.4498 3.7804 2.5768 0.03
H 1.7669 -1.4338 -0.6947 0.00
H -3.2468 -2.0941 -4.7321 0.00
O 2.1386 5.6439 2.0353 0.01
C 2.6106 -0.8840 -3.2361 0.00
C -4.3363 0.3433 -4.5232 0.00
O 0.8386 0.5425 -0.9233 0.06
H 5.8631 1.3452 2.2936 0.00
H 2.1988 -3.0242 -1.3652 0.00
C -2.1894 -0.3300 1.0334 0.00
H 1.0318 -3.2328 6.3220 0.00
C 5.2366 2.2268 2.6866 0.01
H -4.4675 -0.0670 -3.4968 0.00
H -2.2092 -1.8130 -6.1869 0.00
H -5.1547 -0.1412 -5.1151 0.00
C -0.7587 -0.7778 -3.8728 0.00
C 2.4539 0.9706 5.7129 0.00
Gd 0.8048 1.6554 1.1617 6.53
H 1.2846 -2.7217 -4.7110 0.00
C -4.3855 0.6237 0.6934 0.00
C -2.7261 0.9753 -6.2732 0.00
H -3.3375 0.8758 -7.1212 0.00
Br -1.4091 2.5886 -0.7659 0.00
C 5.3378 4.1670 4.1003 0.02
O -1.9040 -3.5015 4.6002 0.00
C 0.1946 -1.2756 3.6398 0.00
H 2.0497 -3.5613 -3.4693 0.00
C 1.6278 -0.2163 5.2878 0.00
C 1.1431 -2.9132 -3.6521 0.00
C -0.5499 -3.6277 4.1892 0.00
C 5.9519 2.9932 3.5608 -0.01
C -2.9758 0.0051 -5.1067 0.00
C 0.2965 -2.4229 4.4273 0.00
C -4.6612 -0.3275 -0.3316 0.00
H 2.4264 1.1150 6.7511 0.00
H 2.1414 1.8198 5.1940 0.00
C 0.0359 0.3736 -1.8788 0.03
C -3.6624 -1.2334 -0.6531 0.00
C -3.0950 -1.4588 -5.5817 0.00
H -5.1025 1.3943 0.9028 0.00
H 0.5716 -2.5606 -0.9663 0.00
H 5.8772 4.8256 4.8406 0.00
H -1.6516 -1.9695 2.6304 0.00
C 0.2568 -0.5930 -2.9169 0.00
C 3.9823 2.5925 2.0790 -0.02
H -4.6017 1.3793 -4.5074 0.00
C -2.4392 -1.1922 0.0333 0.00
C 2.1925 4.4207 2.1179 0.01
O 1.2156 3.6811 1.7426 0.04
C -3.2095 0.5929 1.3965 0.00
C 0.9375 -0.1250 3.9883 0.01
H -3.9940 -1.5686 -6.1908 0.00
H -0.6227 -3.8828 3.1631 0.00
H 3.6450 5.5211 3.8427 0.00
N 1.6397 -1.2984 5.9917 0.00
C -1.9376 1.0975 -3.1098 0.00
H -1.6001 -1.7894 -0.3541 0.00
H 2.4716 -0.6846 -4.2852 0.00
C 1.4544 -2.2087 -1.3488 0.00
H -1.6488 0.8096 -6.6306 0.00
H -5.5388 -0.1549 -0.9887 0.00
H 0.1834 -3.4145 -3.5450 0.00
C -1.8362 0.1380 -4.0846 0.00
H 3.5253 -1.3996 -3.1471 0.00
C 1.3564 -1.6554 -2.7637 0.00
H 6.9632 2.6773 3.9103 0.00
H -2.5932 1.9715 -5.9569 0.00
H -0.0746 -4.4464 4.6599 0.00
H -2.0347 -2.6380 4.9890 0.00
C -1.0686 1.2191 -2.0820 0.00
I -2.8180 1.9597 2.9554 0.00
C -0.8971 -1.1863 2.5976 -0.02
H 2.7115 0.0973 -2.8070 0.00
C 4.1222 4.5702 3.5536 -0.01
N -0.9912 -0.3413 1.7097 0.02
H -2.7305 1.8081 -3.2065 0.00
```

The calculation puts the HOMO-LUMO gap (alpha / beta) at 7.35 / 6.02 eV. The calculation puts the molar mass at 960.807 g/mol. Its HOMO energy (alpha / beta) is -5.236 / -5.227 eV. Its total charge is -1. Its spin multiplicity is 8. The value obtained for the energy above the lowest of the compared OMol25 structures with the same formula, charge and spin is 1.698 eV.


Total energy for the records above, in order: -57356.498 -102258.883 -159914.870 eV